Below is a structure of composition H41O20, with properties calculated with ωB97M-V/def2-TZVPD.

Positions of all 61 atoms, in Å:
O 2.454 4.199 -1.480
H -1.272 -1.685 2.697
O 1.943 2.247 0.884
H 2.144 3.217 0.658
H 4.831 2.350 0.465
O -0.413 -4.241 -2.305
H -1.211 -4.626 -1.869
H -0.123 -4.957 -2.880
O 2.880 -2.073 2.087
H 3.848 -2.004 2.040
H -0.377 0.686 -0.829
O -1.957 -4.346 0.415
H -1.541 -0.352 -0.009
H 2.710 -1.885 3.026
O -1.457 -0.848 2.266
H -3.472 0.802 2.123
H -1.068 -3.977 0.570
O 4.683 0.858 -1.989
H -4.618 -2.254 2.333
H -4.786 0.298 1.277
O 0.691 -3.000 0.277
H 0.694 -2.958 -0.712
H 0.509 -3.865 0.570
O -2.117 0.403 0.252
H -1.444 0.884 0.760
H -2.488 -4.093 1.155
O 3.826 -2.089 -3.001
H 3.183 -2.355 -3.610
H 3.576 -2.117 -2.083
O -2.442 5.161 -0.539
H -1.524 5.440 -0.324
H 4.667 -0.022 -2.324
O -3.036 2.210 2.130
H -2.135 2.478 1.850
H -3.542 2.920 1.724
O -1.242 0.284 -3.893
H -0.587 0.622 -3.286
H -0.730 -0.510 -4.192
O -0.574 1.906 1.775
H 2.874 2.074 1.212
H -0.025 2.483 1.201
O -4.292 -3.132 2.588
H -2.691 5.131 -1.449
H 2.896 4.939 -1.902
O 0.002 1.480 -1.223
H -3.977 3.402 -0.232
H 0.934 1.314 -1.044
O -4.019 2.521 -0.685
H -4.298 3.035 -1.474
H 0.149 1.327 2.051
O -4.012 -0.058 1.719
H 1.717 4.528 -0.984
H 5.246 1.379 -2.585
O 4.509 2.040 1.317
H -4.453 -3.698 1.831
H 4.135 1.177 1.129
O 3.583 -3.927 -0.247
H 4.482 -4.069 -0.551
H 3.020 -4.669 -0.493
H -1.165 -0.155 2.872
H -3.098 0.166 0.941

Forces on atoms 1 to 2 (eV/Å):
O 0.925 -0.748 -0.371
H 0.069 -0.120 0.215

Calculated values
E_HOMO (spin up / spin down): -0.090 / -0.397 Eh
LUMO level (spin up / spin down): -0.0403 / -0.1737 eV
⟨S²⟩: 0.75
spin multiplicity: 2
frontier orbital gap (spin up / spin down): 2.396 / 10.632 eV

Atomic partial charges in e from the Löwdin method, atoms 1 to 5: O -0.077; H 0.055; O -0.140; H 0.058; H 0.057

Below is a cluster of 21 separate species, H42O21 in total, with properties calculated with ωB97M-V/def2-TZVPD.

Positions of all 63 atoms, in Å:
O 0.381 -0.969 -3.155
H -0.208 -1.252 -2.409
H 0.699 -1.774 -3.528
O 4.026 0.708 0.407
H 4.844 0.165 0.190
H 3.407 0.084 0.910
O -1.410 -4.499 1.157
H -2.267 -4.128 1.521
H -0.747 -3.823 1.162
O 0.918 0.616 -1.019
H 1.200 -0.213 -1.293
H 0.306 1.284 -1.618
O -0.836 1.822 3.655
H -0.146 2.064 4.346
H -1.571 2.123 4.233
O -0.179 4.257 0.105
H 0.253 4.945 0.485
H -0.416 3.454 0.534
O 1.446 -2.266 3.957
H 1.351 -1.280 4.062
H 1.158 -2.391 3.082
O -2.968 1.223 -2.390
H -3.015 0.206 -2.583
H -2.446 1.519 -3.242
O 1.820 1.658 4.224
H 1.837 0.764 3.855
H 1.958 2.247 3.596
O 1.962 2.988 -1.750
H 2.218 3.552 -0.895
H 2.102 2.108 -1.336
O 1.057 0.594 1.500
H 0.881 -0.062 2.076
H 0.793 0.324 0.578
O 2.641 -1.882 1.816
H 2.723 -2.249 0.916
H 2.667 -2.659 2.247
O -1.318 1.957 -0.849
H -2.033 2.507 -0.971
H -1.759 1.414 -0.115
O -0.750 -4.896 -2.226
H 0.064 -4.909 -1.757
H -1.266 -5.009 -1.476
O 1.489 -2.094 -0.607
H 1.732 -2.497 -1.428
H 0.679 -1.582 -0.661
O -0.219 4.764 -2.493
H 0.568 4.631 -1.941
H -0.961 4.917 -1.788
O -0.623 1.974 -3.450
H -0.037 2.019 -4.137
H -0.318 2.781 -2.839
O -2.945 -0.768 0.569
H -2.417 -0.755 1.357
H -2.788 -1.631 0.013
O -0.988 -0.722 3.519
H -1.650 -0.801 4.157
H -0.778 0.278 3.494
O -2.148 -2.695 -2.577
H -2.061 -3.614 -2.504
H -1.385 -2.411 -3.222
O -1.133 -0.760 -1.192
H -1.740 -1.421 -1.316
H -1.655 0.065 -0.958

Forces on atoms 1 to 2 (eV/Å):
O -0.426 -0.064 -0.017
H 0.395 1.031 -0.584

Calculated values
E_HOMO (spin up / spin down): -0.004 / -0.285 Eh
LUMO level (spin up / spin down): 1.9770 / 1.8850 eV
⟨S²⟩: 0.75
spin multiplicity: 2
frontier orbital gap (spin up / spin down): 2.076 / 9.632 eV
net charge: -1

Atomic partial charges in e from the Löwdin method, atoms 1 to 5: O -0.102; H -0.028; H 0.007; O -0.128; H 0.054

Below is a cluster of 22 separate species, H44O22 in total, with properties calculated with ωB97M-V/def2-TZVPD.

Positions of all 66 atoms, in Å:
O -0.594 -3.717 0.957
H -1.185 -2.969 0.932
H -0.826 -4.250 1.713
O 0.139 -2.957 -1.662
H 0.560 -2.043 -1.735
H 0.514 -3.438 -0.890
O -2.454 0.897 1.674
H -2.762 0.016 1.305
H -2.333 0.733 2.602
O 1.207 2.219 3.875
H 1.027 2.798 3.189
H 1.420 2.722 4.666
O -2.493 -2.713 -4.484
H -3.265 -2.794 -5.023
H -2.736 -2.587 -3.548
O -0.083 -2.088 -5.445
H -0.967 -2.322 -5.090
H 0.551 -2.705 -5.151
O 1.524 -0.922 4.723
H 1.739 -0.076 4.309
H 2.351 -1.398 4.654
O 3.660 -0.558 1.846
H 3.060 -1.376 1.810
H 3.073 0.124 1.481
O -1.505 3.270 -1.625
H -2.061 3.648 -0.943
H -0.849 3.921 -1.899
O -1.198 1.018 4.705
H -0.348 1.124 4.224
H -1.046 0.309 5.315
O 3.449 1.487 -1.355
H 2.836 0.822 -1.502
H 4.142 1.062 -0.879
O 0.516 3.342 1.276
H -0.416 3.627 1.400
H 0.417 2.403 1.074
O 4.253 -1.743 4.606
H 4.111 -1.391 3.750
H 4.211 -0.976 5.212
O -3.471 -1.462 0.513
H -3.374 -1.494 -0.486
H -4.361 -1.535 0.811
O 2.244 -3.114 1.235
H 2.419 -3.767 1.908
H 1.294 -3.054 1.292
O 1.305 3.259 -1.855
H 2.234 3.205 -1.768
H 1.040 3.336 -0.913
O -1.679 0.797 -2.879
H -1.569 1.734 -2.724
H -0.957 0.589 -3.477
O 0.479 0.173 -4.377
H 0.139 -0.610 -4.909
H 0.839 0.859 -4.961
O -2.445 -1.810 -1.911
H -1.530 -2.135 -1.806
H -2.367 -0.853 -2.242
O 1.211 -0.466 -1.821
H 1.034 -0.187 -2.746
H 0.524 -0.066 -1.276
O -2.547 3.607 1.466
H -3.383 3.836 1.838
H -2.554 2.655 1.366
O -0.368 1.164 -0.083
H -1.120 1.061 0.547
H -0.682 1.761 -0.813

Forces on atoms 1 to 2 (eV/Å):
O 0.766 -0.214 -0.165
H -0.594 0.375 0.001

Calculated values
E_HOMO: -0.403 Eh
LUMO level: 0.0700 eV
frontier orbital gap: 11.046 eV

Atomic partial charges in e from the Löwdin method, atoms 1 to 5: O -0.029; H 0.039; H 0.060; O -0.099; H 0.019

Below is a cluster of 24 separate species, H46IO23 in total, with properties calculated with ωB97M-V/def2-TZVPD.

Positions of all 70 atoms, in Å:
I 10.262 11.520 9.057
O 9.359 11.016 14.361
H 9.423 11.720 15.044
H 8.748 11.433 13.676
O 8.472 13.643 11.264
H 8.300 14.091 10.430
H 8.659 12.800 10.803
O 13.013 8.975 9.945
H 13.810 9.260 9.508
H 12.442 9.716 9.783
O 8.571 9.331 11.473
H 8.287 9.091 10.582
H 8.956 10.211 11.317
O 10.713 16.819 8.548
H 11.266 16.316 7.924
H 11.106 16.611 9.450
O 7.765 15.318 6.130
H 6.963 15.743 5.887
H 7.658 15.090 7.066
O 10.563 15.125 13.028
H 11.251 14.581 12.779
H 9.807 14.650 12.640
O 11.786 14.769 6.453
H 12.351 14.348 7.101
H 11.044 14.137 6.283
O 8.513 14.967 8.808
H 9.119 14.265 8.628
H 9.037 15.759 8.513
O 6.989 11.604 12.693
H 7.121 12.331 12.006
H 6.554 10.798 12.354
O 11.478 8.961 13.491
H 10.726 9.545 13.742
H 11.353 8.725 12.577
O 7.946 5.180 10.687
H 8.023 5.548 11.546
H 8.811 4.821 10.715
O 14.242 17.857 13.151
H 13.800 18.309 12.419
H 13.790 17.027 13.267
O 11.200 7.562 8.325
H 10.940 8.499 8.241
H 11.923 7.582 9.004
O 9.909 6.733 12.361
H 10.056 7.092 13.287
H 9.531 7.489 11.879
O 13.358 11.100 12.526
H 13.867 10.421 12.026
H 12.705 10.513 12.930
O 8.508 7.381 9.171
H 8.207 6.530 9.492
H 9.463 7.245 8.965
O 7.495 10.148 6.106
H 7.295 9.415 6.725
H 8.023 10.610 6.754
O 11.586 17.932 11.369
H 11.090 18.712 11.685
H 11.380 17.188 11.915
O 9.710 13.395 5.529
H 9.684 12.523 5.947
H 8.791 13.797 5.606
O 13.252 11.955 7.455
H 12.365 11.994 7.930
H 12.950 11.467 6.662
O 12.732 13.873 11.272
H 12.441 13.662 10.410
H 13.075 13.004 11.541
O 15.434 10.415 8.649
H 14.880 10.940 8.066
H 15.953 10.992 9.221

Forces on atoms 1 to 2 (eV/Å):
I -0.184 -0.050 -0.133
O -0.752 1.445 -0.439

Calculated values
E_HOMO: -0.257 Eh
LUMO level: 2.1306 eV
frontier orbital gap: 9.125 eV
net charge: -1

Atomic partial charges in e from the Löwdin method, atoms 1 to 5: I 0.332; O -0.091; H 0.058; H 0.033; O -0.110

Below is a structure of composition H4IP3, with properties calculated with ωB97M-V/def2-TZVPD.

Positions of all 8 atoms, in Å:
P 0.155 -1.722 -0.684
P 1.009 1.443 -0.376
P 0.899 -0.322 0.851
I 4.000 -0.220 0.373
H 1.341 -2.456 -0.692
H 0.401 -0.938 -1.819
H -0.319 1.433 -0.841
H 0.543 2.328 0.734

Forces on atoms 1 to 2 (eV/Å):
P -0.279 0.251 0.419
P -0.736 1.709 0.867

Calculated values
E_HOMO (spin up / spin down): -0.326 / -0.326 Eh
LUMO level (spin up / spin down): -2.2444 / -2.2435 eV
frontier orbital gap (spin up / spin down): 6.628 / 6.629 eV

Atomic partial charges in e from the Löwdin method, atoms 1 to 5: P 0.405; P 0.274; P 0.117; I -0.153; H -0.171

Below is the molecule H4N2, with properties calculated with ωB97M-V/def2-TZVPD.

Positions of all 6 atoms, in Å:
N 0.287 0.458 0.460
N -0.563 -0.403 -0.263
H 0.499 -0.024 1.450
H 1.309 0.377 0.109
H -0.111 -0.392 -1.253
H -1.421 -0.017 -0.502

Forces on atoms 1 to 2 (eV/Å):
N 3.276 -0.186 3.523
N 3.206 -2.268 -3.462

Calculated values
E_HOMO: -0.316 Eh
LUMO level: 1.2581 eV
SMILES: NN
frontier orbital gap: 9.869 eV

Atomic partial charges in e from the Löwdin method, atoms 1 to 5: N -0.167; N -0.137; H 0.101; H 0.085; H 0.104

Max |F|, respectively: 2.94, 6.98, 3.44, 3.51, 2.07, 5.24 eV/A.